1.
The following is a quantum chemistry calculation of 10 unconnected molecules or ions with the total composition C20H60O10, from the Open Molecules 2025 dataset.

Bonds (Å) are listed after each position.
Element x y z (Å)
1 C -11.727 -4.164 -17.903  C2 1.533, H4 1.098, H5 1.084, H6 1.098
2 C -11.202 -5.551 -18.291  C1 1.533, O3 1.427, H7 1.103, H8 1.099
3 O -10.050 -5.831 -17.497  C2 1.427, H9 0.977
4 H -12.767 -4.055 -18.239  C1 1.098
5 H -11.127 -3.323 -18.230  C1 1.084
6 H -11.866 -4.116 -16.815  C1 1.098
7 H -10.939 -5.531 -19.363  C2 1.103
8 H -12.004 -6.285 -18.131  C2 1.099
9 H -9.693 -6.705 -17.749  O3 0.977
10 C -15.258 -6.669 -26.491  C11 1.505, H13 1.092, H14 1.091, H15 1.097
11 C -14.954 -5.408 -25.730  C10 1.505, O12 1.426, H16 1.097, H17 1.094
12 O -14.637 -4.308 -26.581  C11 1.426, H18 0.962
13 H -14.416 -7.058 -27.068  C10 1.092
14 H -16.121 -6.520 -27.141  C10 1.091
15 H -15.553 -7.448 -25.776  C10 1.097
16 H -14.181 -5.513 -24.961  C11 1.097
17 H -15.871 -5.119 -25.209  C11 1.094
18 H -14.286 -4.648 -27.409  O12 0.962
19 C -14.879 -11.974 -25.073  C20 1.529, H22 1.093, H23 1.084, H24 1.092
20 C -14.346 -10.857 -24.175  C19 1.529, O21 1.468, H25 1.100, H26 1.103
21 O -12.884 -10.825 -24.295  C20 1.468, H27 0.979
22 H -15.754 -12.450 -24.622  C19 1.093
23 H -14.138 -12.737 -25.283  C19 1.084
24 H -15.222 -11.547 -26.018  C19 1.092
25 H -14.578 -10.995 -23.109  C20 1.100
26 H -14.724 -9.875 -24.508  C20 1.103
27 H -12.536 -10.096 -23.741  O21 0.979
28 C -16.931 -5.616 -22.511  C29 1.507, H31 1.087, H32 1.099, H33 1.095
29 C -17.793 -4.422 -22.190  C28 1.507, O30 1.468, H34 1.105, H35 1.103
30 O -18.974 -4.848 -21.430  C29 1.468, H36 0.965
31 H -16.620 -6.187 -21.640  C28 1.087
32 H -16.011 -5.292 -23.017  C28 1.099
33 H -17.363 -6.298 -23.248  C28 1.095
34 H -18.099 -3.919 -23.125  C29 1.105
35 H -17.204 -3.675 -21.631  C29 1.103
36 H -19.380 -4.062 -21.046  O30 0.965
37 C -9.062 -10.665 -23.676  C38 1.502, H40 1.093, H41 1.090, H42 1.094
38 C -9.919 -11.364 -22.660  C37 1.502, O39 1.481, H43 1.095, H44 1.092
39 O -9.174 -12.372 -21.871  C38 1.481, H45 0.962
40 H -9.652 -9.842 -24.085  C37 1.093
41 H -8.659 -11.332 -24.439  C37 1.090
42 H -8.183 -10.256 -23.168  C37 1.094
43 H -10.795 -11.867 -23.083  C38 1.095
44 H -10.253 -10.628 -21.926  C38 1.092
45 H -9.216 -13.216 -22.330  O39 0.962
46 C -15.071 -5.037 -15.509  C47 1.487, H49 1.092, H50 1.090, H51 1.092
47 C -15.350 -4.589 -16.899  C46 1.487, O48 1.430, H52 1.097, H53 1.107
48 O -15.000 -3.211 -17.042  C47 1.430, H54 0.962
49 H -15.292 -6.102 -15.421  C46 1.092
50 H -15.650 -4.501 -14.757  C46 1.090
51 H -14.017 -4.892 -15.261  C46 1.092
52 H -16.384 -4.789 -17.205  C47 1.097
53 H -14.755 -5.191 -17.614  C47 1.107
54 H -15.071 -2.964 -17.968  O48 0.962
55 C -11.899 -8.252 -26.680  C56 1.509, H58 1.093, H59 1.090, H60 1.087
56 C -11.270 -6.889 -26.531  C55 1.509, O57 1.439, H61 1.102, H62 1.098
57 O -11.474 -6.429 -25.183  C56 1.439, H63 0.964
58 H -12.897 -8.238 -26.235  C55 1.093
59 H -11.339 -9.010 -26.132  C55 1.090
60 H -11.975 -8.529 -27.728  C55 1.087
61 H -11.729 -6.188 -27.246  C56 1.102
62 H -10.204 -6.911 -26.797  C56 1.098
63 H -11.055 -5.566 -25.084  O57 0.964
64 C -13.100 -11.897 -20.768  C65 1.550, H67 1.094, H68 1.087, H69 1.100
65 C -12.663 -13.372 -20.955  C64 1.550, O66 1.439, H70 1.102, H71 1.087
66 O -12.905 -14.195 -19.800  C65 1.439, H72 0.961
67 H -12.579 -11.470 -19.906  C64 1.094
68 H -14.179 -11.806 -20.670  C64 1.087
69 H -12.749 -11.337 -21.647  C64 1.100
70 H -11.578 -13.353 -21.151  C65 1.102
71 H -13.150 -13.781 -21.836  C65 1.087
72 H -12.369 -13.842 -19.085  O66 0.961
73 C -13.650 -7.232 -22.118  C74 1.490, H76 1.095, H77 1.093, H78 1.094
74 C -12.358 -7.962 -21.973  C73 1.490, O75 1.457, H79 1.093, H80 1.100
75 O -11.870 -8.398 -23.275  C74 1.457, H81 0.988
76 H -13.545 -6.210 -22.496  C73 1.095
77 H -14.173 -7.205 -21.159  C73 1.093
78 H -14.267 -7.716 -22.880  C73 1.094
79 H -12.461 -8.867 -21.371  C74 1.093
80 H -11.562 -7.353 -21.521  C74 1.100
81 H -11.716 -7.602 -23.838  O75 0.988
82 C -8.374 -7.669 -21.241  C83 1.515, H85 1.089, H86 1.093, H87 1.104
83 C -8.963 -8.711 -20.312  C82 1.515, O84 1.446, H88 1.096, H89 1.080
84 O -8.946 -8.182 -18.967  C83 1.446, H90 0.962
85 H -7.326 -7.449 -21.045  C82 1.089
86 H -8.958 -6.746 -21.274  C82 1.093
87 H -8.407 -8.026 -22.285  C82 1.104
88 H -8.297 -9.576 -20.407  C83 1.096
89 H -9.976 -8.979 -20.575  C83 1.080
90 H -8.033 -8.212 -18.665  O84 0.962

## Properties
* energy above the lowest of the compared OMol25 structures with the same formula, charge and spin: 34.21 kcal per mole
* orbital gap: 0.3689 hartree
* LUMO: 0.18 eV
* HOMO energy: -9.86 eV
* SMILES: CCO.CCO.CCO.CCO.CCO.CCO.CCO.CCO.CCO.CCO


2.
The following is a quantum chemistry calculation of 10 unconnected molecules or ions with the total composition C20H60O10, from the Open Molecules 2025 dataset.

Bonds (Å) are listed after each position.
Element x y z (Å)
1 C 43.892 7.067 19.204  C2 1.592, H4 1.201, H5 1.145, H6 1.160
2 C 44.362 8.275 18.280  C1 1.592, O3 1.391, H7 1.070, H8 1.082
3 O 44.755 7.741 17.057  C2 1.391, H9 0.911
4 H 43.629 7.520 20.285  C1 1.201
5 H 44.600 6.221 19.511  C1 1.145
6 H 42.854 6.648 18.900  C1 1.160
7 H 45.196 8.800 18.697  C2 1.070
8 H 43.502 8.929 18.224  C2 1.082
9 H 44.010 7.444 16.624  O3 0.911
10 C 42.920 12.270 20.143  C11 1.555, H13 1.109, H14 1.149, H15 1.008
11 C 44.464 12.207 20.317  C10 1.555, O12 1.401, H16 1.138, H17 1.011
12 O 45.021 11.705 19.133  C11 1.401, H18 1.023
13 H 42.490 11.335 19.731  C10 1.109
14 H 42.640 13.159 19.471  C10 1.149
15 H 42.450 12.632 20.958  C10 1.008
16 H 44.787 11.591 21.218  C11 1.138
17 H 44.699 13.188 20.254  C11 1.011
18 H 45.978 11.505 19.434  O12 1.023
19 C 46.452 13.015 14.213  C20 1.507, H22 1.152, H23 1.047, H24 1.167
20 C 45.767 12.142 13.194  C19 1.507, O21 1.399, H25 1.184, H26 1.017
21 O 46.684 11.292 12.566  C20 1.399, H27 0.986
22 H 47.003 12.273 14.901  C19 1.152
23 H 45.968 13.684 14.857  C19 1.047
24 H 47.306 13.706 13.819  C19 1.167
25 H 45.200 12.730 12.337  C20 1.184
26 H 45.109 11.544 13.687  C20 1.017
27 H 47.289 10.870 13.220  O21 0.986
28 C 39.818 8.311 17.528  C29 1.529, H31 1.065, H32 1.038, H33 0.957
29 C 39.022 7.337 16.658  C28 1.529, O30 1.420, H34 1.125, H35 1.030
30 O 39.682 7.150 15.415  C29 1.420, H36 1.004
31 H 39.292 8.813 18.306  C28 1.065
32 H 40.161 9.147 17.017  C28 1.038
33 H 40.590 7.944 17.959  C28 0.957
34 H 38.096 7.727 16.151  C29 1.125
35 H 38.904 6.378 17.015  C29 1.030
36 H 39.082 6.779 14.700  O30 1.004
37 C 47.049 15.651 16.674  C38 1.494, H40 1.072, H41 1.068, H42 1.224
38 C 46.525 14.791 17.777  C37 1.494, O39 1.466, H43 0.987, H44 1.148
39 O 47.434 14.914 18.921  C38 1.466, H45 0.993
40 H 47.664 15.232 15.902  C37 1.072
41 H 47.511 16.579 16.930  C37 1.068
42 H 46.134 15.996 15.938  C37 1.224
43 H 46.595 13.840 17.523  C38 0.987
44 H 45.425 14.759 18.105  C38 1.148
45 H 47.147 15.422 19.724  O39 0.993
46 C 42.044 12.451 15.332  C47 1.550, H49 1.049, H50 1.118, H51 1.124
47 C 42.896 11.780 16.440  C46 1.550, O48 1.385, H52 1.055, H53 1.213
48 O 43.752 12.797 16.828  C47 1.385, H54 0.991
49 H 41.255 11.885 14.934  C46 1.049
50 H 42.748 12.799 14.536  C46 1.118
51 H 41.483 13.175 15.984  C46 1.124
52 H 43.402 11.055 15.864  C47 1.055
53 H 42.324 11.040 17.212  C47 1.213
54 H 44.478 12.348 17.332  O48 0.991
55 C 43.724 8.452 13.457  C56 1.491, H58 1.096, H59 1.043, H60 1.176
56 C 42.359 8.496 14.056  C55 1.491, O57 1.496, H61 1.097, H62 0.954
57 O 42.392 7.762 15.359  C56 1.496, H63 0.928
58 H 43.819 8.703 12.394  C55 1.096
59 H 43.989 7.444 13.416  C55 1.043
60 H 44.387 8.911 14.313  C55 1.176
61 H 41.830 8.104 13.178  C56 1.097
62 H 42.023 9.380 14.185  C56 0.954
63 H 41.481 7.623 15.464  O57 0.928
64 C 39.934 10.733 12.205  C65 1.596, H67 1.163, H68 1.046, H69 1.005
65 C 38.954 9.627 12.808  C64 1.596, O66 1.465, H70 1.144, H71 1.108
66 O 37.721 9.364 12.061  C65 1.465, H72 0.971
67 H 39.437 11.784 12.164  C64 1.163
68 H 40.291 10.479 11.255  C64 1.046
69 H 40.771 10.646 12.755  C64 1.005
70 H 38.544 9.869 13.848  C65 1.144
71 H 39.572 8.716 12.935  C65 1.108
72 H 37.577 8.404 12.098  O66 0.971
73 C 43.386 17.707 16.470  C74 1.554, H76 0.960, H77 1.216, H78 1.056
74 C 43.163 16.279 15.900  C73 1.554, O75 1.484, H79 1.025, H80 1.024
75 O 43.066 15.389 17.083  C74 1.484, H81 1.030
76 H 44.012 17.852 17.183  C73 0.960
77 H 42.375 18.104 17.017  C73 1.216
78 H 43.683 18.249 15.614  C73 1.056
79 H 43.938 15.948 15.316  C74 1.025
80 H 42.419 16.145 15.210  C74 1.024
81 H 43.003 14.419 16.741  O75 1.030
82 C 38.984 12.002 18.791  C83 1.453, H85 1.109, H86 1.070, H87 1.029
83 C 38.486 12.637 17.583  C82 1.453, O84 1.451, H88 1.103, H89 1.120
84 O 38.755 14.060 17.669  C83 1.451, H90 0.984
85 H 40.080 12.158 18.729  C82 1.109
86 H 38.602 11.005 18.865  C82 1.070
87 H 38.576 12.199 19.715  C82 1.029
88 H 37.404 12.609 17.373  C83 1.103
89 H 38.889 12.323 16.586  C83 1.120
90 H 38.532 14.642 16.908  O84 0.984

## Properties
* energy above the lowest of the compared OMol25 structures with the same formula, charge and spin: 233.09 kcal per mole
* orbital gap: 0.3519 hartree
* LUMO: 0.08 eV
* HOMO energy: -9.50 eV
* SMILES: CCO.CCO.CCO.CCO.CCO.CCO.CCO.CCO.CCO.CCO


3.
The following is a quantum chemistry calculation of 9 unconnected molecules or ions with the total composition C20H60O22P2, from the Open Molecules 2025 dataset.

Bonds (Å) are listed after each position.
Element x y z (Å)
1 C 2.082 1.781 -4.361  O2 1.432, H9 1.087, H10 1.095, H11 1.090
2 O 1.213 2.244 -3.320  C1 1.432, P3 1.582
3 P 1.537 3.666 -2.709  O2 1.582, O4 1.451, O5 1.596, O7 1.574
4 O 1.580 4.765 -3.656  P3 1.451
5 O 0.358 3.847 -1.648  P3 1.596, C6 1.451
6 C 0.106 2.814 -0.660  O5 1.451, H12 1.089, H13 1.098, H14 1.091
7 O 2.834 3.381 -1.864  P3 1.574, C8 1.433
8 C 3.317 4.275 -0.854  O7 1.433, H15 1.092, H16 1.092, H17 1.088
9 H 1.642 0.882 -4.784  C1 1.087
10 H 3.060 1.503 -3.956  C1 1.095
11 H 2.274 2.501 -5.156  C1 1.090
12 H 0.583 1.873 -0.929  C6 1.089
13 H -0.968 2.591 -0.632  C6 1.098
14 H 0.362 3.150 0.346  C6 1.091
15 H 3.585 3.729 0.054  C8 1.092
16 H 2.542 4.988 -0.566  C8 1.092
17 H 4.225 4.755 -1.213  C8 1.088
18 C 1.705 -2.971 -2.521  O19 1.444, H26 1.088, H27 1.091, H28 1.078
19 O 2.172 -2.828 -3.879  C18 1.444, P20 1.573
20 P 1.705 -3.875 -4.956  O19 1.573, O21 1.449, O22 1.583, O24 1.589
21 O 2.288 -3.657 -6.265  P20 1.449
22 O 0.129 -3.773 -4.843  P20 1.583, C23 1.425
23 C -0.693 -4.620 -5.640  O22 1.425, H29 1.094, H30 1.092, H31 1.088
24 O 1.946 -5.317 -4.332  P20 1.589, C25 1.432
25 C 3.285 -5.691 -3.992  O24 1.432, H32 1.088, H33 1.095, H34 1.088
26 H 2.574 -3.144 -1.890  C18 1.088
27 H 1.119 -3.890 -2.493  C18 1.091
28 H 1.093 -2.141 -2.204  C18 1.078
29 H -0.269 -5.623 -5.752  C23 1.094
30 H -0.791 -4.181 -6.635  C23 1.092
31 H -1.669 -4.758 -5.179  C23 1.088
32 H 3.217 -6.231 -3.050  C25 1.088
33 H 3.959 -4.846 -3.814  C25 1.095
34 H 3.766 -6.270 -4.778  C25 1.088
35 C -3.203 3.400 -2.963  C36 1.510, O38 1.436, H39 1.093, H40 1.088
36 C -3.864 2.409 -2.036  C35 1.510, O37 1.444, H41 1.094, H42 1.099
37 O -3.961 1.089 -2.614  C36 1.444, H43 0.973
38 O -1.978 2.807 -3.423  C35 1.436, H44 0.963
39 H -3.011 4.316 -2.399  C35 1.093
40 H -3.725 3.614 -3.893  C35 1.088
41 H -4.901 2.681 -1.818  C36 1.094
42 H -3.266 2.333 -1.116  C36 1.099
43 H -3.212 1.096 -3.235  O37 0.973
44 H -1.211 3.101 -2.920  O38 0.963
45 C -1.872 -1.376 -3.316  C46 1.509, O48 1.447, H49 1.096, H50 1.097
46 C -2.491 -1.001 -4.641  C45 1.509, O47 1.426, H51 1.090, H52 1.100
47 O -1.550 -1.028 -5.712  C46 1.426, H53 0.957
48 O -0.604 -0.729 -3.054  C45 1.447, H54 0.966
49 H -1.747 -2.459 -3.204  C45 1.096
50 H -2.568 -1.054 -2.531  C45 1.097
51 H -3.094 -0.093 -4.624  C46 1.090
52 H -3.228 -1.795 -4.830  C46 1.100
53 H -1.894 -1.540 -6.442  O47 0.957
54 H -0.319 -0.301 -3.872  O48 0.966
55 C 2.627 -2.903 4.945  C56 1.501, O58 1.457, H59 1.082, H60 1.090
56 C 2.794 -2.635 6.413  C55 1.501, O57 1.434, H61 1.100, H62 1.086
57 O 1.523 -2.774 7.063  C56 1.434, H63 0.961
58 O 2.381 -4.319 4.713  C55 1.457, H64 0.969
59 H 3.532 -2.626 4.422  C55 1.082
60 H 1.711 -2.392 4.647  C55 1.090
61 H 3.026 -1.561 6.475  C56 1.100
62 H 3.558 -3.167 6.972  C56 1.086
63 H 1.217 -1.885 7.263  O57 0.961
64 H 1.678 -4.518 5.350  O58 0.969
65 C 2.832 0.664 1.027  C66 1.531, O68 1.408, H69 1.102, H70 1.092
66 C 2.685 1.538 2.275  C65 1.531, O67 1.408, H71 1.085, H72 1.092
67 O 1.326 1.851 2.472  C66 1.408, H73 0.975
68 O 2.329 -0.646 1.145  C65 1.408, H74 0.977
69 H 3.915 0.616 0.830  C65 1.102
70 H 2.400 1.206 0.185  C65 1.092
71 H 3.218 2.456 2.047  C66 1.085
72 H 3.070 0.975 3.128  C66 1.092
73 H 0.850 1.019 2.645  O67 0.975
74 H 1.670 -0.801 0.441  O68 0.977
75 C -1.854 4.281 3.317  C76 1.511, O78 1.414, H79 1.095, H80 1.096
76 C -2.662 4.730 2.122  C75 1.511, O77 1.413, H81 1.099, H82 1.094
77 O -3.138 6.057 2.221  C76 1.413, H83 0.958
78 O -2.506 4.378 4.568  C75 1.414, H84 0.963
79 H -0.847 4.712 3.346  C75 1.095
80 H -1.709 3.199 3.229  C75 1.096
81 H -3.515 4.050 1.991  C76 1.099
82 H -2.026 4.585 1.244  C76 1.094
83 H -3.962 6.097 2.708  O77 0.958
84 H -2.820 5.272 4.740  O78 0.963
85 C -2.293 -2.165 7.251  C86 1.506, O88 1.405, H89 1.090, H90 1.095
86 C -2.125 -1.708 5.827  C85 1.506, O87 1.432, H91 1.102, H92 1.106
87 O -0.982 -0.888 5.556  C86 1.432, H93 0.973
88 O -1.297 -3.022 7.749  C85 1.405, H94 0.964
89 H -3.212 -2.752 7.252  C85 1.090
90 H -2.400 -1.317 7.936  C85 1.095
91 H -3.038 -1.231 5.436  C86 1.102
92 H -2.094 -2.611 5.188  C86 1.106
93 H -1.013 -0.775 4.590  O87 0.973
94 H -0.393 -2.789 7.506  O88 0.964
95 C -1.095 0.246 1.585  C96 1.515, O98 1.455, H99 1.095, H100 1.087
96 C -1.274 -0.535 0.300  C95 1.515, O97 1.445, H101 1.095, H102 1.087
97 O 0.005 -0.553 -0.373  C96 1.445, H103 0.979
98 O -0.224 -0.468 2.507  C95 1.455, H104 0.980
99 H -2.067 0.140 2.078  C95 1.095
100 H -0.758 1.276 1.505  C95 1.087
101 H -1.926 0.110 -0.296  C96 1.095
102 H -1.614 -1.532 0.569  C96 1.087
103 H -0.231 -0.538 -1.323  O97 0.979
104 H 0.558 -0.746 1.986  O98 0.980

## Properties
* orbital gap: 0.3793 hartree
* LUMO: 0.33 eV
* HOMO energy: -9.99 eV
* SMILES: COP(=O)(OC)OC.COP(=O)(OC)OC.OCCO.OCCO.OCCO.OCCO.OCCO.OCCO.OCCO


Q: Among the records above, which one has the highest HOMO energy?
A: number 2


Q: What is the LUMO in the first record?
A: 0.18 eV


Q: Which of these has the highest LUMO?
A: C20H60O22P2


Q: Which formula does entry 1 have?
A: C20H60O10